# 1
DFT (ωB97M-V/def2-TZVPD) results for C19H35BiN4 as an isolated structure.

```
59
Properties=species:S:1:pos:R:3:nbo_charge:R:1
C 1.418 2.490 -0.725 -0.597
H 1.794 2.893 0.222 0.232
H 2.202 2.339 -1.474 0.223
H 2.511 0.644 0.247 -0.099
C 0.175 3.198 -1.247 -0.443
H -0.433 2.513 -1.865 0.179
H -0.471 3.470 -0.394 0.211
C 0.452 4.471 -2.060 -0.607
H -0.494 4.958 -2.323 0.238
H 1.054 5.183 -1.484 0.228
H 0.989 4.248 -2.989 0.210
C -0.339 -2.194 -1.675 0.073
C -0.737 -1.148 -2.549 0.211
C 0.436 -0.533 -3.078 0.005
C 1.574 -1.206 -2.525 0.069
C 1.088 -2.238 -1.652 0.100
C 1.917 -3.246 -0.943 -0.696
C 2.994 -0.971 -2.892 -0.695
C 0.486 0.547 -4.096 -0.685
C -2.139 -0.793 -2.881 -0.709
C -1.243 -3.124 -0.952 -0.693
Bi 0.813 0.283 -0.182 1.040
H 3.686 -1.246 -2.084 0.254
H 3.259 -1.582 -3.770 0.290
H 3.186 0.079 -3.162 0.253
H 2.950 -2.897 -0.794 0.254
H 1.505 -3.505 0.048 0.251
H 1.970 -4.181 -1.525 0.288
H -2.233 -2.678 -0.778 0.250
H -1.400 -4.049 -1.531 0.292
H -0.836 -3.421 0.027 0.247
H -2.210 0.203 -3.337 0.252
H -2.573 -1.511 -3.596 0.288
H -2.780 -0.795 -1.986 0.251
H 1.305 1.261 -3.902 0.247
H 0.655 0.130 -5.105 0.283
H -0.452 1.121 -4.135 0.249
C -0.157 1.446 2.627 -0.088
N -0.324 0.115 1.910 -0.532
C -1.804 -0.210 1.874 -0.079
N -2.373 -0.256 3.233 -0.433
C -2.157 1.045 3.903 -0.089
N -0.718 1.397 3.993 -0.432
C -0.035 0.317 4.751 -0.089
N -0.204 -1.008 4.112 -0.433
C 0.351 -0.962 2.744 -0.084
C -1.657 -1.280 4.035 -0.088
H -0.696 2.213 2.052 0.215
H 0.915 1.674 2.688 0.216
H -1.931 -1.197 1.397 0.205
H -2.320 0.571 1.298 0.217
H -2.558 0.970 4.925 0.231
H -2.683 1.828 3.341 0.212
H 1.037 0.553 4.813 0.213
H -0.476 0.274 5.758 0.231
H 0.173 -1.934 2.263 0.205
H 1.425 -0.741 2.797 0.221
H -2.069 -1.258 5.054 0.232
H -1.819 -2.268 3.581 0.207
```

Output
net charge	+2
LUMO level (spin up / spin down)	-9.5 / -9.5	eV
total energy	-1177.87270	a.u.
relative energy (zero: lowest compared OMol25 entry of this formula, charge and spin)	52.7	kcal per mole

# 2
DFT (ωB97M-V/def2-TZVPD) results for a 9-piece molecular cluster, C19H35Br16FO3 overall.

```
74
Properties=species:S:1:pos:R:3:lowdin_charge:R:1
Br 2.180 -0.337 0.667 0.698
C 0.439 -0.461 -0.247 -0.655
C 0.480 -1.771 -0.906 -0.678
Br -1.213 -2.203 -1.877 0.606
H 0.245 0.385 -0.911 0.046
H -0.284 -0.657 0.506 -0.010
H 0.473 -2.563 -0.117 0.001
H 1.221 -1.888 -1.661 0.031
Br -1.831 -2.270 2.509 0.697
C -0.052 -2.482 3.251 -0.710
C -0.106 -3.439 4.454 -0.696
Br 1.692 -3.665 5.188 0.614
H 0.169 -1.431 3.605 0.050
H 0.683 -2.777 2.488 0.013
H -0.495 -4.458 4.250 0.052
H -0.709 -3.011 5.243 0.044
Br -4.378 -7.004 -0.193 0.598
C -2.466 -6.692 0.141 -0.688
C -2.187 -5.254 0.494 -0.623
Br -0.243 -5.123 1.001 0.636
H -2.085 -6.955 -0.808 0.030
H -2.284 -7.419 0.940 0.053
H -2.821 -4.817 1.310 0.046
H -2.136 -4.590 -0.375 -0.004
Br 2.377 3.997 1.937 0.526
C 2.659 2.483 3.295 -0.705
C 4.043 2.047 3.554 -0.693
Br 3.833 0.653 4.877 0.667
H 2.088 1.663 2.835 -0.063
H 2.291 2.968 4.226 0.059
H 4.770 2.733 3.925 0.052
H 4.562 1.638 2.696 0.059
Br -3.757 1.100 6.394 0.606
C -2.829 1.802 4.783 -0.687
C -1.650 0.916 4.597 -0.587
Br -0.729 1.587 2.889 0.676
H -2.677 2.887 5.018 0.076
H -3.594 1.748 4.003 0.006
H -1.937 -0.086 4.332 -0.009
H -1.022 0.928 5.500 0.074
Br -2.357 2.656 -0.634 0.729
C -3.835 2.004 0.457 -0.626
C -3.516 0.601 1.022 -0.794
Br -4.854 -0.129 2.121 0.690
H -4.697 1.965 -0.162 0.043
H -3.994 2.677 1.270 0.043
H -2.666 0.600 1.617 -0.112
H -3.403 -0.228 0.267 0.059
Br 1.891 -1.786 -5.717 0.584
C 3.536 -1.463 -4.622 -0.677
C 4.156 -0.194 -4.923 -0.745
Br 5.887 -0.138 -4.074 0.654
H 4.111 -2.300 -5.033 0.048
H 3.144 -1.592 -3.637 0.032
H 3.614 0.650 -4.501 0.024
H 4.290 0.000 -6.046 0.097
Br 0.234 2.992 -5.785 0.661
C -0.522 1.334 -5.117 -0.647
C -1.756 1.712 -4.274 -0.744
Br -3.218 2.466 -5.284 0.621
H 0.236 0.829 -4.580 0.000
H -0.914 0.779 -5.987 0.061
H -1.460 2.536 -3.523 0.018
H -2.161 0.931 -3.674 0.024
C 2.033 4.325 -2.572 -0.040
C 0.910 3.888 -1.697 -0.305
O 0.888 2.483 -1.838 0.069
C 1.906 2.014 -2.589 -0.540
O 2.103 0.897 -2.900 0.149
O 2.714 3.091 -2.931 0.047
F -0.310 4.335 -2.178 -0.012
H 2.719 4.974 -2.072 0.129
H 1.664 4.785 -3.551 0.148
H 0.909 4.124 -0.668 0.102
```

Output
net charge	0
LUMO level	0.0	eV
total energy	-42254.78315	a.u.
structure (SMILES)	O=C1OC[C@@H](F)O1.BrCCBr.BrCCBr.BrCCBr.BrCCBr.BrCCBr.BrCCBr.BrCCBr.BrCCBr

# 3
DFT (ωB97M-V/def2-TZVPD) results for one molecule with the formula C19H35ClO4S.

```
60
Properties=species:S:1:pos:R:3:nbo_charge:R:1
C -0.684 0.609 4.134 -0.614
C 0.187 -0.608 3.824 -0.398
C -0.429 -1.589 2.809 -0.379
C -1.971 -1.675 2.813 -0.417
C -2.640 -0.896 1.658 -0.388
C -3.572 -1.739 0.749 -0.403
C -3.315 -1.507 -0.746 -0.399
C -2.442 -2.612 -1.379 -0.388
C -0.948 -2.258 -1.315 -0.392
C -0.575 -1.209 -2.375 -0.411
C 0.391 -0.140 -1.862 -0.387
C 1.847 -0.410 -2.219 -0.239
C 2.370 -1.836 -2.039 -0.535
C 3.879 -1.610 -1.948 0.795
O 4.770 -2.448 -2.052 -0.571
O 4.136 -0.294 -1.734 -0.490
C 2.929 0.472 -1.589 0.109
C 2.771 0.789 -0.099 -0.435
C 2.255 2.186 0.269 -0.396
C 1.141 2.752 -0.611 -0.422
C 1.051 4.274 -0.458 -0.645
S -0.054 4.947 -1.685 2.117
O 0.370 4.512 -2.981 -0.906
O -0.246 6.344 -1.471 -0.885
Cl -1.786 3.927 -1.279 -0.238
H -0.081 1.439 4.487 0.211
H -1.400 0.374 4.917 0.205
H -1.246 0.917 3.258 0.201
H 0.473 -1.131 4.732 0.200
H 1.118 -0.234 3.397 0.192
H -0.035 -2.588 2.974 0.207
H -0.089 -1.287 1.821 0.183
H -2.386 -1.348 3.760 0.206
H -2.228 -2.725 2.708 0.203
H -1.879 -0.437 1.032 0.184
H -3.213 -0.080 2.094 0.204
H -3.440 -2.790 0.989 0.194
H -4.597 -1.478 0.998 0.208
H -4.245 -1.454 -1.307 0.208
H -2.809 -0.552 -0.867 0.191
H -2.727 -2.720 -2.424 0.199
H -2.612 -3.556 -0.871 0.201
H -0.373 -3.171 -1.441 0.206
H -0.755 -1.823 -0.339 0.189
H -1.489 -0.700 -2.670 0.208
H -0.181 -1.680 -3.273 0.206
H 0.305 -0.031 -0.780 0.191
H 0.107 0.820 -2.284 0.215
H 1.888 -0.266 -3.302 0.210
H 2.056 -2.355 -1.140 0.240
H 2.255 -2.408 -2.949 0.248
H 3.060 1.386 -2.162 0.193
H 2.182 0.010 0.383 0.204
H 3.769 0.706 0.320 0.240
H 1.845 2.114 1.276 0.212
H 3.080 2.890 0.352 0.204
H 0.200 2.341 -0.265 0.223
H 1.275 2.547 -1.665 0.225
H 2.009 4.721 -0.707 0.253
H 0.727 4.571 0.533 0.251
```

Output
net charge	0
LUMO level	0.1	eV
total energy	-1904.28762	a.u.
structure (SMILES)	CCCCCCCCCCC[C@@H]1CC(=O)O[C@@H]1CCCCS(=O)(=O)Cl

Question: Which of these has the highest net charge?
Answer: C19H35BiN4

Question: Which of these has the lowest total energy?
Answer: C19H35Br16FO3

Question: total energy of number 1 (C19H35BiN4)?
Answer: -1177.87270 a.u.